1.
Below is C37H37N5O5PRu as an isolated structure at a distorted geometry, with properties calculated with ωB97M-V/def2-TZVPD.

```
86
Properties=species:S:1:pos:R:3:lowdin_charge:R:1
Ru 0.187 -0.461 0.086 0.944
P 0.911 -1.700 -3.155 0.991
O -2.333 -1.438 2.124 -0.025
O -1.840 3.101 0.463 0.009
O 1.340 -3.048 1.135 -0.197
O -0.467 -3.298 -0.149 -0.083
O -3.528 -3.207 2.901 0.037
N 0.737 -0.609 -1.975 -0.236
N -0.577 1.373 -0.397 -0.116
N -0.135 0.358 1.984 -0.044
N -2.831 -1.629 -0.209 0.018
N 1.457 0.593 -2.081 -0.093
C -0.932 1.441 1.938 -0.193
C -0.618 1.889 -1.747 -0.165
C 3.503 1.582 -2.830 -0.047
C -5.060 -2.288 0.353 -0.121
C -1.775 -4.751 -3.261 -0.053
C 2.763 -0.222 -6.499 -0.067
C -3.767 -0.662 -0.815 -0.136
C -2.995 -2.712 -3.612 -0.084
C -0.469 0.252 4.337 -0.052
C 2.817 2.745 -3.156 -0.051
C -1.172 2.074 0.580 -0.506
C 0.553 0.711 -6.421 -0.065
C -3.594 -2.659 0.555 -0.177
C -2.972 -4.096 -3.499 -0.060
C 0.296 0.004 -5.258 -0.071
C 0.784 1.776 -2.268 -0.173
C -1.295 1.357 4.288 -0.055
C 0.085 -0.222 3.162 -0.119
C 1.288 -4.461 1.309 -0.115
C 1.262 -0.841 -4.713 -0.258
C 2.617 -3.802 -3.913 -0.107
C 2.227 -2.909 -2.910 -0.308
C 2.798 -2.996 -1.645 -0.078
C -1.527 1.968 3.066 -0.002
C 1.784 0.591 -7.049 -0.069
C -0.614 -2.643 -3.264 -0.268
C 0.313 -2.490 0.360 -0.545
C 3.586 -4.755 -3.651 -0.070
C -1.823 -1.985 -3.484 -0.096
C -4.999 -0.782 0.076 -0.144
C 2.806 0.527 -2.292 -0.047
C -0.597 -4.030 -3.150 -0.064
C 1.468 2.836 -2.828 0.000
C 4.162 -4.831 -2.387 -0.064
C -3.117 -2.447 2.039 -0.595
C 3.766 -3.959 -1.386 -0.053
C 2.508 -0.929 -5.334 -0.082
H 3.888 -5.444 -4.430 0.108
H -3.892 -4.660 -3.585 0.110
H 4.194 -4.026 -0.394 0.116
H 1.400 -4.989 0.357 0.072
H 4.917 -5.580 -2.184 0.108
H -1.859 -0.902 -3.530 0.088
H 2.110 -4.723 1.973 0.081
H 0.341 -4.770 1.752 0.087
H 0.924 3.761 -2.966 0.124
H -2.112 -2.029 -0.809 0.097
H 3.267 -0.400 -1.988 0.118
H -3.315 0.331 -0.830 0.115
H 3.293 -1.531 -4.898 0.101
H 0.708 -1.105 3.136 0.110
H -4.001 -0.971 -1.834 0.094
H -3.932 -2.199 -3.790 0.107
H -0.663 0.131 -4.771 0.090
H -1.762 1.735 5.189 0.107
H -4.833 -0.235 1.006 0.123
H 3.328 3.581 -3.616 0.109
H 2.478 -2.333 -0.853 0.079
H 2.151 -3.768 -4.891 0.117
H -5.895 -0.384 -0.399 0.112
H 0.323 -4.551 -2.932 0.105
H 4.567 1.479 -2.989 0.114
H -0.275 -0.266 5.266 0.107
H -1.333 1.359 -2.395 0.107
H -1.756 -5.827 -3.145 0.113
H -0.208 1.361 -6.831 0.110
H -2.159 2.837 2.954 0.116
H -5.645 -2.549 1.234 0.120
H -3.317 -3.657 0.227 0.149
H -5.481 -2.815 -0.508 0.111
H 1.984 1.141 -7.960 0.108
H -2.308 -1.218 0.759 0.096
H 3.735 -0.302 -6.970 0.109
H -0.905 2.942 -1.750 0.115
```

Calculated values
* multiplicity: 2
* orbital gap (alpha / beta): 4.78 / 5.47 eV
* HOMO (alpha / beta): -5.58 / -5.98 eV
* ΔE to the lowest compared entry with this formula, charge and spin: 0.00 kcal/mol
* E_tot: -2518.2961 a.u.

2.
Below is C11H13BrN7O2Sr as an isolated structure, with properties calculated with ωB97M-V/def2-TZVPD.

```
35
Properties=species:S:1:pos:R:3:lowdin_charge:R:1
Sr 0.634 -0.330 -0.089 1.365
Br 3.649 -0.290 0.714 0.809
O 0.395 0.213 -2.442 -0.203
O 3.794 -0.340 5.870 0.123
N 1.522 -0.277 2.439 -0.099
N -1.303 -1.786 -0.244 -0.101
N -1.430 -6.033 -1.170 0.101
N -1.787 0.049 -3.047 0.202
N -0.805 1.899 0.337 0.093
N -2.334 -3.993 -0.072 0.071
N -0.120 0.301 -4.633 0.035
C -1.832 -5.071 -0.674 -0.390
C 2.847 -0.281 2.437 -0.726
C 1.622 -0.317 4.829 0.026
C 0.928 -0.296 3.642 -0.105
C 3.654 -0.298 3.546 -0.015
C -0.474 0.190 -3.346 -0.601
C -2.194 4.089 0.490 -0.029
C -1.763 -2.874 -0.189 -0.408
C 3.017 -0.318 4.788 -0.292
C -1.033 0.278 -5.762 -0.060
C -1.418 2.864 0.405 -0.214
H -1.739 1.110 -5.727 0.093
H -2.437 -0.177 -3.782 0.100
H -0.155 -0.301 3.638 0.127
H -0.452 0.365 -6.676 0.094
H 1.088 -0.338 5.770 0.129
H -1.581 -0.665 -5.807 0.093
H -2.125 4.505 1.493 0.097
H -3.239 3.881 0.264 0.099
H 3.275 -0.372 6.684 0.135
H -1.980 -0.377 -2.149 0.076
H 4.732 -0.306 3.481 0.130
H 0.856 0.480 -4.791 0.149
H -1.812 4.816 -0.225 0.098
```

Calculated values
* total charge: +1
* orbital gap: 8.11 eV
* HOMO: -10.68 eV
* ΔE to the lowest compared entry with this formula, charge and spin: 14.46 kcal/mol
* E_tot: -3565.4028 a.u.

3.
Below is a single C9H8ClNS molecule at a distorted geometry, with properties calculated with ωB97M-V/def2-TZVPD.

```
20
Properties=species:S:1:pos:R:3:lowdin_charge:R:1
Cl -0.605 -2.563 -1.549 0.602
S -3.232 -1.323 -0.370 1.009
N 0.482 -0.174 -0.852 0.042
C -3.415 0.988 0.620 -0.212
C 1.662 -0.080 1.546 0.039
C 1.768 -0.361 -1.371 -0.134
C -0.526 -0.871 -0.913 -0.712
C 2.858 -0.251 -0.574 -0.118
C -4.163 -0.126 0.340 -0.436
C -2.120 0.835 0.197 -0.152
C 2.821 0.126 0.819 -0.151
C -1.768 -0.376 -0.366 -0.508
H 0.677 -0.474 1.354 0.046
H 1.786 0.439 2.485 0.042
H -1.599 1.794 0.371 0.131
H 3.773 -0.386 -1.139 0.093
H 3.690 0.525 1.356 0.096
H 1.900 -0.717 -2.375 0.104
H -3.750 1.923 0.968 0.093
H -5.339 -0.282 0.467 0.124
```

Calculated values
* orbital gap: 8.23 eV
* HOMO: -8.28 eV
* ΔE to the lowest compared entry with this formula, charge and spin: 70.87 kcal/mol
* E_tot: -1260.7895 a.u.
* SMILES: C=C/C=C\N=C(/Cl)c1cccs1

4.
Below is C36H27PTl as an isolated structure at a distorted geometry, with properties calculated with ωB97M-V/def2-TZVPD.

```
65
Properties=species:S:1:pos:R:3:lowdin_charge:R:1
Tl -0.004 -1.247 1.240 0.798
P 0.895 -0.276 -1.907 1.068
C 0.775 2.220 4.723 -0.135
C 1.130 2.258 3.381 -0.106
C 3.443 1.539 0.661 -0.100
C 2.989 -1.079 -0.150 -0.136
C -0.444 1.705 5.140 -0.110
C -0.649 -5.177 -1.665 -0.074
C 2.490 1.266 -0.309 -0.144
C 4.170 0.507 1.221 -0.092
C -5.468 1.017 2.390 -0.061
C 2.909 0.975 -3.406 -0.105
C -1.624 -3.400 -0.349 -0.196
C 2.563 1.813 -5.630 -0.107
C -4.756 3.433 3.553 -0.095
C 0.253 1.770 2.436 -0.116
C -1.584 -4.757 -0.746 -0.101
C -6.420 1.791 3.041 -0.118
C 2.125 -3.750 -3.715 -0.097
C 2.204 -0.048 -0.670 -0.466
C 0.234 -2.944 -1.841 -0.234
C 3.947 -0.793 0.805 -0.093
C -1.303 1.164 4.210 -0.063
C 1.111 -1.990 -2.443 -0.330
C 1.254 1.325 -5.584 -0.096
C -0.965 1.201 2.844 -0.391
C 2.067 -2.397 -3.349 -0.086
C -1.862 0.659 1.875 -0.194
C -3.150 0.581 1.641 -0.139
C 0.767 0.716 -4.450 -0.103
C 3.379 1.622 -4.543 -0.099
C -0.626 -2.564 -0.776 -0.292
C 0.291 -4.305 -2.240 -0.192
C 1.582 0.599 -3.327 -0.401
C -6.066 2.986 3.627 -0.136
C -4.155 1.454 2.289 -0.229
C 1.257 -4.682 -3.201 -0.043
C -3.799 2.679 2.871 -0.036
H 0.468 1.859 1.381 0.082
H 1.302 -5.716 -3.521 0.102
H -0.243 0.324 -4.387 0.106
H -3.545 -0.181 0.959 0.083
H -5.781 0.087 1.923 0.105
H 3.617 2.579 0.938 0.106
H -0.704 1.705 6.196 0.094
H 4.918 0.712 1.985 0.103
H 2.918 2.332 -6.520 0.098
H 2.755 -1.683 -3.796 0.101
H -2.417 -3.072 0.316 0.074
H 4.413 1.963 -4.564 0.100
H 0.629 1.427 -6.467 0.097
H 2.903 -4.053 -4.414 0.095
H 4.544 -1.589 1.231 0.103
H 1.973 2.093 -0.802 0.118
H 2.118 2.621 3.109 0.088
H 1.478 2.569 5.466 0.081
H 3.593 0.757 -2.594 0.105
H -4.462 4.356 4.058 0.098
H -6.827 3.558 4.154 0.089
H -0.642 -6.223 -1.954 0.095
H 2.842 -2.107 -0.476 0.109
H -7.448 1.423 3.117 0.095
H -2.292 -5.461 -0.312 0.091
H -2.784 3.053 2.819 0.112
H -2.285 0.800 4.508 0.117
```

Calculated values
* total charge: -1
* orbital gap: 5.70 eV
* HOMO: -3.04 eV
* ΔE to the lowest compared entry with this formula, charge and spin: 0.00 kcal/mol
* E_tot: -1901.8122 a.u.

5.
Below is a single C3H8OSi molecule at a distorted geometry, with properties calculated with ωB97M-V/def2-TZVPD.

```
13
Properties=species:S:1:pos:R:3:lowdin_charge:R:1
Si 2.127 -0.201 -0.052 0.675
O -0.387 -1.659 0.104 0.035
C 0.378 0.561 0.176 -0.305
C -2.140 -0.051 -0.108 0.010
C -0.726 -0.499 0.139 -0.490
H 0.186 1.162 1.040 0.065
H -2.766 -0.785 0.191 0.058
H 0.235 1.397 -0.475 0.061
H 3.018 0.908 0.401 -0.077
H 2.236 -0.475 -1.439 -0.089
H -2.337 0.791 0.397 0.043
H -2.131 0.273 -1.102 0.088
H 2.307 -1.422 0.729 -0.074
```

Calculated values
* orbital gap: 10.61 eV
* HOMO: -9.73 eV
* ΔE to the lowest compared entry with this formula, charge and spin: 33.21 kcal/mol
* E_tot: -483.7897 a.u.
* SMILES: CC(=O)C[SiH3]

6.
Below is an isolated ion of composition C3H4N3 and charge +1 at a distorted geometry, with properties calculated with ωB97M-V/def2-TZVPD.

```
10
Properties=species:S:1:pos:R:3:lowdin_charge:R:1
N -1.408 0.693 -0.078 0.165
N 0.063 0.145 -1.950 0.276
N -1.589 0.237 1.132 0.075
C -0.504 -0.045 1.664 -0.072
C -0.557 0.404 -0.872 -0.060
C 0.752 -0.322 1.577 0.083
H 0.915 0.744 -2.224 0.216
H 0.820 -1.406 1.359 0.117
H 1.652 0.184 1.848 0.086
H -0.142 -0.633 -2.456 0.113
```

Calculated values
* total charge: +1
* orbital gap: 10.05 eV
* HOMO: -15.22 eV
* ΔE to the lowest compared entry with this formula, charge and spin: 56.87 kcal/mol
* E_tot: -280.5385 a.u.
* SMILES: C=C=N[N+]#CN

7.
Below is a single C9H8BrF3N2 molecule at a distorted geometry, with properties calculated with ωB97M-V/def2-TZVPD.

```
23
Properties=species:S:1:pos:R:3:lowdin_charge:R:1
Br -2.269 0.605 1.443 0.785
F -2.957 -0.640 -1.295 -0.006
F -2.243 1.525 -1.429 -0.015
F 0.682 -1.568 -1.613 -0.033
N -0.012 -2.287 -0.659 0.107
N -1.808 0.173 -1.363 -0.047
C 2.682 1.735 0.095 -0.100
C -0.918 -1.779 -0.005 -0.255
C 0.725 1.334 -1.116 -0.026
C -1.715 -2.432 1.038 -0.058
C -1.161 0.037 -0.166 -0.597
C 2.233 0.873 1.090 -0.067
C 0.932 0.402 1.101 -0.063
C 1.886 2.079 -0.936 -0.072
C 0.200 0.549 -0.081 -0.307
H -1.189 -3.259 1.318 0.057
H -1.857 -1.794 1.814 -0.030
H 0.378 -0.144 2.004 0.142
H 2.168 2.851 -1.685 0.127
H 2.962 0.792 1.955 0.129
H 0.311 1.571 -2.078 0.113
H 3.595 2.156 0.166 0.071
H -2.624 -2.779 0.402 0.147
```

Calculated values
* orbital gap: 9.16 eV
* HOMO: -9.25 eV
* ΔE to the lowest compared entry with this formula, charge and spin: 161.70 kcal/mol
* E_tot: -3330.5820 a.u.
* SMILES: C/C(=N/F)[C@@](Br)(c1ccccc1)N(F)F

8.
Below is C21H41AlFN3O6PS as an isolated structure at a distorted geometry, with properties calculated with ωB97M-V/def2-TZVPD.

```
75
Properties=species:S:1:pos:R:3:lowdin_charge:R:1
S 5.917 1.483 1.433 0.549
P 4.995 -0.984 -1.504 0.615
Al 2.919 -0.188 -0.780 0.160
F -3.825 -1.904 -2.643 -0.148
O 1.677 -1.347 -0.033 -0.181
O 1.703 0.224 -2.159 -0.223
O 2.972 -5.134 -3.156 0.020
O 4.759 -5.206 -1.729 0.008
O 6.104 0.308 -1.840 -0.291
O 5.717 -1.894 -0.208 -0.290
N 3.128 1.213 0.527 0.076
N 4.917 -1.850 -2.867 -0.216
N -0.384 -2.590 -0.576 -0.003
C -1.913 2.936 5.158 -0.263
C -2.666 -1.013 -2.477 -0.162
C 0.747 -1.761 -1.085 -0.404
C -1.647 -3.708 1.259 -0.120
C 2.640 -3.697 -1.084 -0.085
C -0.802 3.398 -1.004 -0.206
C -0.258 -2.941 0.864 -0.251
C -0.820 2.012 -1.812 -0.189
C -0.168 -0.543 -3.409 -0.109
C -3.819 3.011 1.545 -0.223
C -2.993 3.949 0.488 -0.197
C -1.491 3.346 0.446 -0.216
C 1.680 -2.773 -1.968 -0.116
C 4.351 1.222 0.881 -0.812
C -2.185 2.423 3.627 -0.216
C 3.449 -4.706 -2.068 -0.379
C 0.383 -0.394 -1.911 -0.354
C -0.281 0.747 -0.950 -0.110
C -3.397 3.315 3.065 -0.219
C -1.542 -1.370 -3.555 -0.161
C -2.768 2.103 6.235 -0.141
H -1.152 0.318 -0.315 0.107
H -2.164 4.057 5.159 0.098
H 0.633 -1.147 -3.985 0.128
H -1.983 -1.084 -4.589 0.113
H -3.165 4.441 3.197 0.113
H -2.312 2.226 7.274 0.063
H -2.485 -2.949 1.458 0.068
H 6.255 -1.199 0.263 0.021
H -1.855 1.797 -2.268 0.096
H -0.832 3.994 1.143 0.112
H -1.502 2.301 0.927 0.085
H -3.862 2.476 6.193 0.075
H -1.959 -4.412 0.414 0.065
H 0.298 3.734 -0.922 0.113
H -0.580 -3.406 -1.166 0.108
H -4.940 3.220 1.416 0.098
H -1.369 4.203 -1.612 0.106
H 3.443 -3.139 -0.496 0.082
H 5.504 -1.363 -3.569 -0.020
H -2.330 -1.120 -1.393 0.093
H 1.027 -3.496 -2.598 0.123
H 0.572 -3.718 1.085 0.103
H -3.636 1.934 1.202 0.109
H -0.055 2.131 -2.673 0.111
H -3.474 3.910 -0.558 0.106
H -1.196 2.602 3.076 0.093
H 0.466 1.177 -0.200 0.102
H 5.244 -4.526 -1.199 0.090
H 2.305 -2.193 -2.751 0.104
H 2.089 -4.378 -0.347 0.120
H -0.211 -2.036 1.566 0.124
H -4.325 3.065 3.714 0.110
H -2.414 1.305 3.583 0.113
H -3.084 0.050 -2.655 0.112
H -1.348 -2.508 -3.628 0.113
H -0.782 2.805 5.325 0.102
H -0.287 0.438 -3.976 0.110
H -1.479 -4.326 2.215 0.065
H 5.595 1.143 -1.922 0.045
H -2.700 0.982 5.977 0.076
H -3.047 5.007 0.927 0.100
```

Calculated values
* total charge: -1
* orbital gap: 8.16 eV
* HOMO: -5.79 eV
* ΔE to the lowest compared entry with this formula, charge and spin: 151.05 kcal/mol
* E_tot: -2522.4135 a.u.

> The highest ΔE to the lowest compared entry with this formula, charge and spin belongs to which entry?

C9H8BrF3N2